# 1
78
Properties=species:S:1:pos:R:3:lowdin_charge:R:1 method="wB97M-V/def2-TZVPD" total_charge=0 homo_lumo_gap_ev=8.57 smiles=COCCNCCOC.COCCNCCOC.COCCNCCOC.BOC#N
C 5.8477 5.7523 -3.1360 -0.11
O 6.3220 4.9840 -4.2281 -0.20
C 7.7167 4.7000 -4.1599 -0.22
C 7.9495 3.2154 -3.9229 -0.21
N 7.5548 2.8278 -2.5715 -0.05
C 7.5185 1.3810 -2.3588 -0.20
C 6.4956 0.5739 -3.1629 -0.23
O 5.1469 0.8461 -2.8160 -0.19
C 4.5673 1.9532 -3.4928 -0.11
H 4.8168 6.0352 -3.3475 0.09
H 5.8597 5.1696 -2.2092 0.08
H 6.4393 6.6632 -3.0083 0.09
H 8.2228 5.3082 -3.4043 0.12
H 8.1392 4.9643 -5.1340 0.12
H 9.0111 2.9905 -4.0651 0.12
H 7.3767 2.6663 -4.6798 0.10
H 6.6324 3.1988 -2.3792 0.07
H 7.3023 1.2280 -1.2978 0.12
H 8.5182 0.9720 -2.5390 0.12
H 6.6549 -0.4809 -2.9181 0.12
H 6.6458 0.6572 -4.2451 0.11
H 4.9719 2.0845 -4.5001 0.09
H 4.6948 2.8673 -2.9098 0.07
H 3.4979 1.7714 -3.5755 0.05
C 1.1305 -3.6643 0.9801 -0.11
O 0.5527 -2.4089 1.2982 -0.21
C -0.8557 -2.3610 1.0601 -0.20
C -1.6146 -2.2545 2.3730 -0.21
N -1.5382 -3.4996 3.1325 -0.05
C -2.0330 -3.3847 4.5046 -0.20
C -1.2707 -2.4590 5.4568 -0.23
O 0.0391 -2.9066 5.7710 -0.18
C 1.0407 -2.5163 4.8465 -0.10
H 2.2133 -3.5646 1.0565 0.09
H 0.8072 -4.4365 1.6852 0.08
H 0.8801 -3.9669 -0.0406 0.09
H -1.2025 -3.2117 0.4664 0.13
H -1.0449 -1.4538 0.4781 0.12
H -2.6642 -2.0254 2.1625 0.11
H -1.1853 -1.4176 2.9374 0.11
H -0.5732 -3.8044 3.1689 0.07
H -2.0078 -4.3919 4.9295 0.12
H -3.0847 -3.0805 4.4764 0.11
H -1.8151 -2.4562 6.4058 0.12
H -1.2567 -1.4179 5.1152 0.11
H 0.8259 -1.5504 4.3824 0.09
H 1.1762 -3.2829 4.0800 0.07
H 1.9835 -2.4327 5.3909 0.09
C -7.6218 -2.8787 0.7849 -0.11
O -7.6261 -1.7724 1.6703 -0.19
C -6.3890 -1.5873 2.3527 -0.22
C -5.7041 -0.3120 1.8845 -0.21
N -5.2092 -0.4485 0.5171 -0.05
C -4.7639 0.8121 -0.0788 -0.20
C -5.8166 1.9020 -0.2979 -0.22
O -6.7934 1.5725 -1.2735 -0.18
C -7.8973 0.8286 -0.7851 -0.10
H -8.6396 -3.0231 0.4232 0.09
H -6.9747 -2.6905 -0.0782 0.08
H -7.3014 -3.7911 1.2953 0.09
H -5.7298 -2.4549 2.2498 0.12
H -6.6295 -1.4794 3.4147 0.12
H -4.8632 -0.0901 2.5495 0.12
H -6.4318 0.5042 1.9652 0.10
H -5.9467 -0.8293 -0.0630 0.07
H -4.3375 0.5614 -1.0540 0.12
H -3.9478 1.2202 0.5267 0.12
H -5.2936 2.7787 -0.6910 0.12
H -6.2901 2.2277 0.6351 0.11
H -8.1366 1.0711 0.2534 0.09
H -7.7160 -0.2434 -0.8914 0.07
H -8.7641 1.0729 -1.4023 0.09
B 1.3648 -0.4686 -1.5693 0.00
O 0.6352 0.6795 -1.0968 0.05
C 1.2879 1.7601 -1.5226 -0.32
N 1.7169 2.5352 -2.2298 0.20
H 2.5072 -0.5377 -1.2733 0.06
H 0.9068 -1.3005 -2.2710 0.05

# 2
70
Properties=species:S:1:pos:R:3:lowdin_charge:R:1 method="wB97M-V/def2-TZVPD" total_charge=-1 homo_lumo_gap_ev=4.99
La -0.0755 -0.0552 0.1136 0.90
Cl 1.4406 1.5110 -1.4965 -0.22
P 2.5218 -1.0536 0.8646 0.92
C 3.7160 0.3254 1.1579 -0.55
C 2.3378 -2.1281 2.4135 -0.53
C 2.9614 -1.9852 -0.6668 -0.56
C 3.0370 1.6042 1.7081 -0.17
H 4.0785 0.5565 0.1492 0.10
C 4.8762 -0.1524 2.0366 -0.14
H 4.5808 -0.2048 3.0956 0.07
H 5.6988 0.5673 1.9470 0.07
H 5.2449 -1.1266 1.6989 0.05
H 2.5025 2.1657 0.9334 0.01
H 3.8050 2.2770 2.1262 0.07
H 2.3232 1.3815 2.5156 0.03
H 3.0128 -1.1763 -1.4114 0.08
C 1.9140 -3.0080 -1.1862 -0.15
C 4.3411 -2.6023 -0.4502 -0.14
H 5.0955 -1.8086 -0.4157 0.06
H 4.5652 -3.2568 -1.3024 0.07
H 4.3634 -3.1983 0.4836 0.07
H 0.8923 -2.8230 -0.8139 -0.01
H 2.1874 -4.0462 -0.9367 0.07
H 1.8569 -2.9482 -2.2836 0.08
C 1.6236 -1.3061 3.4866 -0.14
H 3.3569 -2.3673 2.7525 0.09
C 1.5590 -3.4068 2.1179 -0.12
H 2.2241 -0.4535 3.8262 0.06
H 1.4242 -1.9189 4.3785 0.08
H 0.6618 -0.9168 3.1182 0.02
H 0.5818 -3.1905 1.6725 0.04
H 1.3860 -3.9664 3.0433 0.08
H 2.1091 -4.0693 1.4436 0.06
H 0.1546 1.0132 1.6563 -0.20
H -0.3707 -1.2959 -1.3230 -0.19
P -2.1479 1.4817 -1.2294 0.92
C -1.8669 1.5614 -3.0540 -0.55
C -3.8342 0.7168 -0.8269 -0.53
C -1.8478 3.1275 -0.4544 -0.56
C -1.1725 0.2949 -3.6098 -0.17
H -1.1631 2.3953 -3.1604 0.09
C -3.1765 1.8789 -3.7795 -0.14
H -3.8215 0.9891 -3.8435 0.07
H -2.9393 2.2022 -4.7997 0.07
H -3.7108 2.6963 -3.2833 0.05
H -0.1064 0.2548 -3.3608 0.00
H -1.2452 0.2880 -4.7092 0.07
H -1.6436 -0.6315 -3.2484 0.03
H -0.8396 3.3679 -0.8250 0.07
C -1.7712 3.1601 1.0994 -0.15
C -2.8765 4.0985 -1.0289 -0.14
H -2.6656 4.2646 -2.0914 0.06
H -2.7773 5.0556 -0.5000 0.07
H -3.9046 3.7090 -0.8920 0.07
H -1.6863 2.1633 1.5607 -0.01
H -2.6452 3.6718 1.5356 0.07
H -0.8803 3.7253 1.4143 0.07
C -3.8042 -0.7457 -1.2704 -0.14
H -4.5809 1.2667 -1.4204 0.09
C -4.1463 0.8312 0.6609 -0.12
H -3.8308 -0.8560 -2.3593 0.06
H -4.6789 -1.2911 -0.8807 0.08
H -2.8989 -1.2532 -0.9009 0.03
H -3.3858 0.3393 1.2765 0.05
H -5.1103 0.3646 0.8881 0.08
H -4.2235 1.8762 0.9734 0.06
C -1.4938 -1.7703 1.2769 -0.40
H -1.1478 -1.8823 2.3176 -0.07
H -1.3947 -2.7450 0.7608 -0.06
H -2.5696 -1.5424 1.3116 -0.08

# 3
72
Properties=species:S:1:pos:R:3:lowdin_charge:R:1 method="wB97M-V/def2-TZVPD" total_charge=0 homo_lumo_gap_ev=8.69 smiles=CC[C@@H](F)[Si@@H](O)CCCOC.CCN(CC)CC.CCN(CC)CC
C 2.0559 -3.8785 0.1262 -0.10
C 2.2373 -2.6414 -0.8313 -0.24
C 1.5420 -2.8748 -2.1884 -0.40
F 0.1699 -3.0801 -2.0547 -0.06
Si 1.8117 -1.5240 -3.5099 0.64
O 0.5705 -1.7601 -4.6904 -0.21
C 1.6252 0.2586 -2.8935 -0.25
C 2.5450 0.6594 -1.6865 -0.23
C 3.3811 1.9608 -1.9682 -0.25
O 4.2370 1.8519 -3.0869 -0.19
C 5.2516 0.8891 -2.8877 -0.11
H 1.0478 -3.8410 0.5739 0.06
H 2.8021 -3.8898 0.9386 0.07
H 2.1176 -4.8137 -0.4612 0.08
H 3.3333 -2.4929 -0.9229 0.11
H 1.8534 -1.7531 -0.2960 0.10
H 1.9693 -3.8183 -2.5998 0.12
H 3.0795 -1.6787 -4.2565 0.01
H 0.0946 -0.9339 -4.7593 0.02
H 1.9278 0.9136 -3.7450 0.08
H 0.5645 0.5181 -2.6909 0.08
H 3.2772 -0.1049 -1.3854 0.07
H 1.8682 0.9470 -0.8554 0.09
H 3.9617 2.1491 -1.0324 0.12
H 2.7248 2.8387 -2.1101 0.13
H 4.8342 -0.1409 -2.8373 0.07
H 5.9332 0.9080 -3.7521 0.09
H 5.8296 1.0841 -1.9588 0.10
C 2.0182 5.2906 4.1383 -0.09
C 1.4714 4.5724 2.9127 -0.28
N 1.4946 3.1245 3.0313 -0.20
C 1.2457 2.4393 1.7714 -0.26
C -0.1279 2.6190 1.1205 -0.08
C 0.8144 2.5692 4.1920 -0.25
C -0.6703 2.8940 4.3757 -0.08
H 3.0243 4.9427 4.3804 0.08
H 2.0709 6.3632 3.9444 0.07
H 1.3814 5.1490 5.0131 0.06
H 2.0965 4.8589 2.0612 0.12
H 0.4623 4.9529 2.6995 0.10
H 1.4370 1.3694 1.9021 0.11
H 2.0050 2.7750 1.0555 0.10
H -0.8987 2.0465 1.6350 0.05
H -0.0963 2.2507 0.0905 0.06
H -0.4358 3.6645 1.0804 0.07
H 1.3470 2.9025 5.0879 0.10
H 0.9422 1.4831 4.1932 0.11
H -0.8920 3.9482 4.2000 0.07
H -0.9703 2.6675 5.4018 0.07
H -1.3018 2.2939 3.7220 0.05
C -1.7713 -1.6081 0.2619 -0.09
C -3.0105 -2.4754 0.4243 -0.27
N -4.2472 -1.7818 0.1082 -0.20
C -5.4384 -2.5060 0.5292 -0.25
C -5.7272 -3.8544 -0.1343 -0.09
C -4.3146 -1.1749 -1.2128 -0.25
C -4.1188 -2.0830 -2.4296 -0.08
H -1.8547 -0.6894 0.8477 0.07
H -0.8917 -2.1515 0.6117 0.06
H -1.5942 -1.3419 -0.7812 0.06
H -3.0507 -2.7952 1.4704 0.12
H -2.8842 -3.3879 -0.1749 0.10
H -6.3105 -1.8570 0.4060 0.11
H -5.3611 -2.6703 1.6093 0.11
H -6.1040 -3.7346 -1.1493 0.05
H -6.5017 -4.3807 0.4301 0.07
H -4.8497 -4.5017 -0.1606 0.07
H -3.5626 -0.3810 -1.2594 0.10
H -5.2674 -0.6473 -1.3131 0.11
H -3.2816 -2.7722 -2.3062 0.07
H -3.9072 -1.4731 -3.3116 0.07
H -5.0142 -2.6617 -2.6530 0.05